(P)
{"formula": "C19H27N3O3S", "method": "ωB97M-V/def2-TZVPD", "symbols": ["C", "C", "C", "H", "C", "H", "N", "H", "H", "H", "H", "C", "H", "S", "H", "H", "H", "H", "H", "C", "O", "H", "H", "N", "C", "H", "C", "H", "C", "H", "C", "H", "H", "H", "O", "H", "C", "H", "H", "C", "H", "C", "H", "C", "C", "C", "H", "N", "C", "O", "C", "H", "C"], "xyz": [[-3.186, 2.265, 0.662], [-1.513, 3.893, -0.558], [-4.190, -2.675, 0.040], [1.672, -0.896, 2.960], [0.844, -1.255, -2.420], [-3.773, -3.241, -2.003], [-0.745, 0.436, -1.376], [1.793, -2.904, -1.361], [-0.567, 0.590, 1.712], [-3.413, -1.545, -1.650], [-4.250, -2.240, 2.156], [1.585, -1.952, -1.056], [0.203, 2.847, -1.408], [3.225, -0.976, -0.880], [5.369, 0.496, -0.475], [5.966, 1.931, 0.123], [4.295, 1.854, 2.131], [-4.049, 2.115, 1.096], [-2.678, -2.267, 1.446], [5.021, 1.415, -0.176], [1.283, 1.219, -2.213], [-1.224, 4.938, -0.394], [0.094, -1.538, 2.784], [1.415, -1.046, 0.991], [0.281, 0.641, 2.485], [-2.240, -2.807, -1.011], [0.939, -1.695, 0.093], [-5.318, -2.216, -0.312], [-3.774, -0.383, 0.992], [-4.900, 0.025, 0.527], [4.446, 1.001, 1.645], [4.262, 1.544, -0.529], [-3.245, 4.475, 0.709], [-0.129, -1.840, -2.353], [-0.272, -2.288, 0.436], [1.516, -1.411, -3.132], [-2.633, 3.695, 0.149], [-0.194, 0.690, 3.462], [1.055, 1.554, 2.315], [0.830, -0.816, 2.254], [5.282, 0.318, 2.095], [2.574, -0.385, 0.928], [-4.565, -3.642, 0.407], [0.548, 0.034, -2.065], [-2.476, 1.213, 0.031], [-3.394, -2.597, -1.100], [-1.268, -0.371, -0.931], [3.249, 0.390, 1.645], [-3.637, -1.773, 1.198], [-2.754, -0.184, -0.013], [-0.738, 2.737, -1.002], [-3.528, 0.091, 1.971], [-1.308, 1.699, -0.762]], "mulliken_charge": [-1.29, -0.85, -0.60, 0.42, -0.69, 0.34, -0.02, 0.56, -0.07, 0.11, 0.31, 0.25, 0.71, -0.30, 0.40, 0.30, 0.42, 0.70, 0.13, -1.38, -0.69, 0.25, 0.35, 0.24, -0.49, 0.02, -0.34, 0.18, -0.67, 0.26, -0.45, 0.63, 0.29, 0.25, -0.70, 0.57, -0.48, 0.41, 0.20, -0.96, 0.26, 0.51, 0.38, 0.46, 0.32, -0.54, 0.29, -0.26, -0.32, 0.08, 0.34, 0.45, -0.28], "homo_lumo_gap_ev": 8.368, "total_charge": 0, "spin_multiplicity": 1, "homo_ev": -8.301}

***

(Q)
{"formula": "C19H27N3O3S", "method": "ωB97M-V/def2-TZVPD", "symbols": ["H", "C", "H", "C", "C", "H", "C", "H", "H", "H", "C", "H", "H", "H", "H", "H", "H", "H", "H", "H", "H", "H", "H", "C", "C", "N", "C", "N", "H", "H", "C", "C", "O", "H", "C", "H", "C", "C", "C", "H", "N", "C", "C", "H", "C", "H", "C", "H", "C", "O", "O", "H", "S"], "xyz": [[-4.993, -1.070, -0.499], [-4.483, -1.998, -0.237], [-2.444, -2.723, -0.198], [0.748, -0.339, -0.784], [1.882, 2.576, 1.130], [5.064, -1.264, -2.565], [2.528, -0.469, 0.938], [-4.896, -2.961, -2.126], [-0.727, 0.449, -2.161], [0.494, -2.396, -0.248], [-2.470, -0.655, 0.317], [6.014, -1.069, -1.067], [-4.543, -4.081, -0.809], [-2.815, -1.612, -1.536], [-1.901, 4.067, -2.162], [2.968, 2.522, 1.129], [5.291, 0.357, -1.857], [-4.654, -2.190, 0.824], [2.285, -1.527, 0.807], [1.517, -0.070, 2.810], [4.687, -0.664, 0.985], [1.814, -2.080, -1.389], [4.114, 0.815, 0.172], [0.289, 1.862, -0.756], [2.533, -0.167, 2.436], [-2.812, 0.570, -0.176], [-1.701, 3.151, -1.609], [1.528, 0.261, 0.182], [-1.461, -1.759, 1.839], [0.130, -1.996, -1.927], [0.804, -1.791, -1.100], [-2.445, 1.607, 0.484], [-0.596, 0.380, 3.186], [1.589, 3.576, 0.820], [-0.031, 0.615, -1.364], [-1.961, 2.269, -2.185], [5.147, -0.707, -1.634], [-5.041, -3.148, -1.064], [-1.302, 0.360, 2.198], [-6.106, -3.265, -0.879], [-1.759, 1.564, 1.642], [-0.284, 3.160, -1.046], [1.280, 1.596, 0.190], [-1.486, 2.426, 2.102], [3.915, -0.257, 0.313], [3.011, -0.990, 2.961], [-1.745, -0.791, 1.460], [1.528, 2.404, 2.147], [-2.978, -1.814, -0.477], [0.255, 4.223, -0.800], [3.953, -0.922, -0.929], [3.083, 0.740, 2.664], [-2.815, 3.223, -0.155]], "mulliken_charge": [0.34, -0.36, 0.48, 0.58, -2.02, 0.23, 0.12, 0.33, 0.45, 0.36, 0.86, 0.30, 0.33, 0.32, 0.47, 0.32, 0.32, 0.33, 0.30, 0.29, 0.52, 0.43, 0.30, 0.39, -1.66, -0.33, -0.57, 0.82, 0.54, 0.38, -2.14, -0.11, -0.75, 0.50, -0.37, 0.28, -0.80, -1.30, 0.06, 0.38, 0.15, 0.52, 0.35, 0.34, -0.79, 0.50, -0.62, 0.29, -0.90, -0.65, -0.21, 0.36, -0.24], "homo_lumo_gap_ev": 8.411, "total_charge": 0, "spin_multiplicity": 1, "homo_ev": -7.979}

***

Of them, (P) has the lowest stability.

***

(P)
{"formula": "C6H12N6", "method": "ωB97M-V/def2-TZVPD", "symbols": ["N", "H", "C", "H", "C", "H", "H", "C", "N", "H", "H", "H", "H", "H", "C", "H", "C", "H", "N", "C", "H", "N", "N", "N"], "xyz": [[4.132, -0.191, -0.787], [6.029, -0.419, -1.282], [-3.098, 0.519, -0.416], [1.629, -0.150, 2.155], [3.403, -0.222, 0.271], [3.673, -0.764, 1.192], [-2.286, 2.385, -0.493], [-2.379, -1.611, -0.189], [1.811, 1.328, -0.667], [-3.911, 2.333, -0.185], [-1.869, -2.579, -0.156], [0.972, 1.877, -0.421], [0.707, 1.153, 1.618], [-5.210, -0.017, 0.025], [-1.951, -0.336, -0.484], [-0.942, -0.002, -0.747], [2.202, 0.638, 0.348], [5.565, -1.396, -0.007], [5.267, -0.959, -0.882], [-4.165, -0.265, -0.080], [-4.310, -2.352, 0.239], [-3.157, 1.900, -0.701], [1.613, 0.694, 1.600], [-3.724, -1.562, 0.050]], "mulliken_charge": [-0.12, 0.26, 0.80, 0.22, -0.29, 0.29, 0.24, -0.79, -0.63, 0.25, 0.38, 0.22, 0.24, 0.35, -0.54, 0.44, 0.61, 0.23, -0.51, -0.80, 0.18, -0.55, -0.51, 0.03], "homo_lumo_gap_ev": 8.381, "total_charge": 0, "spin_multiplicity": 1, "homo_ev": -7.585}

***

(Q)
{"formula": "C6H12N6", "method": "ωB97M-V/def2-TZVPD", "symbols": ["H", "H", "N", "H", "H", "N", "N", "C", "H", "H", "C", "H", "H", "C", "H", "C", "C", "H", "H", "H", "N", "N", "C", "N"], "xyz": [[-2.827, -1.142, 0.297], [0.475, -2.730, -2.591], [-1.636, 0.288, 1.239], [-0.485, -1.281, -2.126], [1.636, -2.027, 1.744], [1.677, -1.089, 1.290], [0.783, -2.021, -0.610], [2.243, 0.017, 1.925], [-1.609, 3.377, -0.178], [2.167, -0.450, -0.641], [1.534, -1.115, -0.087], [-1.092, 2.203, 1.806], [1.234, -1.121, -2.623], [-1.052, 1.544, 0.919], [2.903, 0.951, 0.360], [-1.720, 2.288, -0.144], [-2.272, -0.200, 0.261], [2.122, -0.042, 3.012], [-2.880, -0.144, -1.640], [-0.029, 1.347, 0.633], [2.843, 1.000, 1.382], [-2.292, 0.372, -1.006], [0.515, -1.757, -2.049], [-2.237, 1.733, -1.173]], "mulliken_charge": [0.34, 0.28, -0.50, 0.15, 0.28, -0.05, -0.50, 0.08, 0.39, 0.32, -0.19, 0.25, 0.29, -0.01, 0.25, -0.20, 0.00, 0.36, 0.28, 0.09, -0.68, 0.07, -0.59, -0.70], "homo_lumo_gap_ev": 9.641, "total_charge": 0, "spin_multiplicity": 1, "homo_ev": -8.755}

***

Of them, (Q) has the lowest stability.

***

(P)
{"formula": "C5H6N2O3", "method": "ωB97M-V/def2-TZVPD", "symbols": ["H", "C", "N", "O", "C", "H", "H", "H", "C", "O", "C", "O", "N", "C", "H", "H"], "xyz": [[2.329, -0.645, -0.326], [1.452, -1.159, -0.175], [-0.031, -0.340, 1.441], [-2.438, 0.213, -1.016], [-0.546, -0.054, 0.247], [-0.149, -1.376, -1.459], [1.808, -2.251, -0.250], [-0.748, 2.709, 0.745], [1.025, -1.028, 1.243], [0.060, 2.607, -1.143], [0.284, -0.586, -0.958], [-2.620, 0.367, 1.138], [-1.956, 0.186, 0.097], [-0.347, 2.290, -0.103], [0.357, 0.294, -1.626], [1.521, -1.228, 2.146]], "mulliken_charge": [0.29, -0.47, -0.52, -0.60, 0.11, 0.29, 0.30, 0.42, -0.37, -0.31, -0.46, -0.59, 0.95, 0.19, 0.29, 0.51], "homo_lumo_gap_ev": [7.709, 7.705], "total_charge": 0, "spin_multiplicity": 1, "homo_ev": [-8.342, -8.342]}

***

(Q)
{"formula": "C5H6N2O3", "method": "ωB97M-V/def2-TZVPD", "symbols": ["H", "N", "O", "C", "H", "O", "N", "C", "H", "C", "H", "O", "H", "H", "C", "C"], "xyz": [[-2.182, 2.176, -0.317], [2.377, -0.570, -0.551], [0.760, -1.176, -2.079], [2.387, -0.486, 0.853], [-3.206, 1.279, -1.579], [-1.675, 0.157, -0.820], [1.183, -0.814, 1.407], [-2.671, 1.242, -0.671], [-1.538, 0.056, 1.337], [0.278, -0.621, 0.329], [3.175, -0.917, -1.090], [3.452, -0.281, 1.452], [-3.385, 1.067, 0.104], [1.098, -0.311, 2.248], [1.009, -0.624, -0.982], [-1.063, -0.176, 0.357]], "mulliken_charge": [0.33, -0.09, -0.57, 0.22, 0.27, -0.29, -0.20, -0.77, 0.33, 0.26, 0.27, -0.62, 0.34, 0.27, 0.64, -0.38], "homo_lumo_gap_ev": 8.883, "total_charge": 0, "spin_multiplicity": 1, "homo_ev": -8.890}

***

Of them, (P) has the lowest stability.

***

(P)
{"formula": "CH4ClP", "method": "ωB97M-V/def2-TZVPD", "symbols": ["H", "H", "C", "H", "Cl", "H", "P"], "xyz": [[-0.423, 0.084, 0.609], [1.068, -0.779, -0.804], [0.519, 0.439, 1.031], [0.487, 0.980, 1.922], [-2.266, -0.675, -1.301], [-1.253, 0.065, -1.653], [1.868, -0.113, 0.197]], "mulliken_charge": [0.00, -0.04, -0.26, 0.29, -0.27, 0.24, 0.03], "homo_lumo_gap_ev": 10.093, "total_charge": 0, "spin_multiplicity": 1, "homo_ev": -9.999}

***

(Q)
{"formula": "CH4ClP", "method": "ωB97M-V/def2-TZVPD", "symbols": ["H", "Cl", "H", "H", "P", "C", "H"], "xyz": [[0.857, 1.099, -1.512], [-0.874, -1.167, 1.622], [-1.419, -1.149, -0.661], [1.590, -0.286, 0.138], [0.304, 0.436, -0.219], [-1.215, -0.439, 0.053], [0.757, 1.506, 0.578]], "mulliken_charge": [0.13, -0.19, 0.25, 0.10, 0.01, -0.42, 0.13], "homo_lumo_gap_ev": 8.351, "total_charge": 0, "spin_multiplicity": 1, "homo_ev": -7.855}

***

Of them, (Q) has the lowest stability.

***

(P)
{"formula": "C4H2ClNO2", "method": "ωB97M-V/def2-TZVPD", "symbols": ["H", "O", "Cl", "C", "C", "N", "C", "C", "H", "O"], "xyz": [[-1.628, 0.762, 1.491], [-0.231, -0.206, -1.197], [1.061, 1.763, -0.010], [1.458, -1.461, -0.235], [-1.171, 0.256, 0.762], [-0.546, -0.809, 1.061], [-0.747, 0.812, -0.477], [0.203, -1.076, -0.146], [-0.947, 1.772, -0.917], [2.548, -1.813, -0.332]], "mulliken_charge": [0.47, -0.28, -0.32, 0.93, -0.12, -0.41, -0.10, -0.41, 0.51, -0.27], "homo_lumo_gap_ev": 8.543, "total_charge": 0, "spin_multiplicity": 1, "homo_ev": -9.294}

***

(Q)
{"formula": "C4H2ClNO2", "method": "ωB97M-V/def2-TZVPD", "symbols": ["C", "C", "N", "O", "H", "C", "H", "C", "Cl", "O"], "xyz": [[1.608, -0.002, -0.003], [-0.294, -1.209, 0.003], [1.081, -1.158, 0.001], [0.949, 1.169, 0.000], [-0.752, -2.217, -0.006], [-1.074, -0.093, -0.002], [2.695, 0.155, 0.008], [-0.448, 1.221, -0.003], [-2.783, -0.168, 0.000], [-0.981, 2.301, 0.002]], "mulliken_charge": [0.12, -0.14, -0.50, -0.30, 0.37, 0.35, 0.36, 0.42, -0.15, -0.54], "homo_lumo_gap_ev": 9.413, "total_charge": 0, "spin_multiplicity": 1, "homo_ev": -9.800}

***

Of them, (P) has the lowest stability.